1.
This record from the Open Molecules 2025 dataset describes a structure of composition C28H30AgN3OP at a distorted geometry. The level of theory is ωB97M-V with the def2-TZVPD basis set.

Summary:
- Net charge: +1
- Electronic energy: -1812.570823 hartree
- HOMO level: -10.5 eV
- Strongest force on any atom: 3.0 eV/Å

```
64
Properties=species:S:1:pos:R:3:forces:R:3:nbo_charge:R:1
Ag -0.103 0.101 1.326 0.2667 -0.5493 -1.0526 0.74
C 2.116 2.684 0.757 0.1882 -0.6532 -0.5185 -0.61
C 1.164 3.605 -0.003 0.3553 -1.1322 -0.3956 -0.23
C 1.395 4.970 0.514 -0.4621 2.2505 -1.9528 -0.60
C -0.309 3.198 0.209 0.3937 -1.2248 -0.1864 -0.07
C -1.414 3.953 -0.541 0.5480 1.4127 0.5963 -0.10
O -2.055 3.002 -1.388 -0.0794 -0.4793 -0.0039 -0.48
C -1.499 1.786 -1.150 1.7964 1.0069 1.8991 0.60
N -0.449 1.804 -0.349 -2.3211 -0.0040 -0.3194 -0.60
C -2.208 0.635 -1.737 0.0924 0.3685 -1.1366 -0.14
C -3.339 0.946 -2.528 0.0315 -0.8517 0.2230 -0.14
C -4.136 -0.120 -3.036 1.0298 1.3802 0.1150 -0.18
C -3.603 -1.377 -3.076 -0.6239 -0.3794 0.9221 -0.18
C -2.439 -1.654 -2.391 0.3617 -0.2204 -0.7904 -0.18
C -1.741 -0.695 -1.678 -0.3757 -1.0912 0.0247 -0.29
P -0.353 -1.405 -0.719 0.2467 1.7010 1.8996 0.85
C -0.628 -3.094 -0.196 -1.0743 -2.7835 0.5230 -0.41
C -1.889 -3.692 0.118 1.2331 1.2992 -0.7587 -0.17
C -2.014 -5.041 0.480 -1.0036 2.4996 -0.3298 -0.23
C -0.899 -5.773 0.678 0.7089 -2.5749 0.9509 -0.17
C 0.354 -5.308 0.288 -0.3364 0.4830 0.8902 -0.22
C 0.476 -3.977 -0.037 1.4843 1.5412 0.0017 -0.18
C 0.971 -1.562 -1.887 1.8245 0.0160 -1.8130 -0.39
C 1.055 -2.679 -2.744 -0.0508 0.3181 0.2765 -0.18
C 2.039 -2.713 -3.757 -0.7498 -1.2784 0.5848 -0.20
C 3.068 -1.807 -3.799 -0.9081 0.3866 1.2035 -0.18
C 3.026 -0.720 -2.906 1.1219 -0.5002 -1.2569 -0.20
C 1.978 -0.553 -2.049 -1.6766 0.3814 1.2516 -0.19
H 3.069 3.154 0.937 0.3165 0.5127 0.0012 0.22
H 2.405 1.733 0.282 -0.6582 0.1538 0.1056 0.21
H 1.681 2.516 1.722 -0.1235 -0.4560 0.7511 0.20
H 1.353 3.506 -1.069 0.0946 0.2280 -0.2716 0.21
H 0.989 4.969 1.501 0.1879 0.5472 1.0740 0.20
H 0.743 5.637 -0.115 0.5630 -0.0839 0.8118 0.20
H 2.430 5.397 0.413 -0.9719 -0.7593 0.3933 0.23
H -0.503 3.225 1.318 0.0974 -0.3680 -0.8658 0.19
H -0.969 4.785 -1.120 -0.4814 -0.5130 -0.1188 0.20
H -2.153 4.395 0.161 0.2823 -0.3882 -0.5804 0.20
H -3.508 2.007 -2.751 -0.4827 -0.6465 0.3686 0.25
H -5.118 -0.003 -3.435 -0.3579 0.6375 -0.4336 0.23
H -4.188 -2.193 -3.473 0.0827 -0.0532 -0.3118 0.23
H -2.055 -2.655 -2.527 0.1616 -0.1167 0.4709 0.23
H -2.710 -2.984 0.151 -0.4762 -0.4946 -0.3229 0.21
H -3.016 -5.404 0.604 -0.1391 -0.3104 0.5727 0.23
H -1.032 -6.692 1.312 0.4315 0.4671 -1.3646 0.23
H 1.261 -5.888 0.367 -0.1039 -0.1739 0.2927 0.23
H 1.534 -3.573 0.028 -1.3313 -0.3651 -0.8522 0.23
H 0.398 -3.548 -2.522 0.4625 0.7423 -0.7294 0.23
H 2.049 -3.564 -4.436 -0.0065 0.1229 0.1589 0.22
H 3.894 -2.010 -4.437 0.5007 0.2736 -0.5125 0.23
H 3.888 -0.060 -2.963 -0.3988 0.3437 0.2989 0.22
H 1.854 0.387 -1.469 0.3239 -0.8052 -0.2765 0.22
C -1.013 1.665 4.400 -0.5030 0.2323 -0.2614 -0.67
C 0.347 1.125 4.205 0.4618 -1.0857 1.5294 0.39
N 0.812 0.344 3.225 0.8921 1.9044 1.7547 -0.60
C 2.168 0.137 3.557 -0.3438 -1.2974 -1.0839 -0.08
C 2.461 0.670 4.769 -1.8916 -0.0230 -0.4595 -0.08
N 1.270 1.254 5.206 0.5608 0.1916 -0.4204 -0.51
H -1.678 1.014 3.818 -0.1926 0.4942 0.1105 0.24
H -1.037 2.713 4.040 -0.2920 -0.5654 0.0780 0.24
H -1.347 1.662 5.461 0.3775 -0.0934 -0.7138 0.25
H 2.735 -0.522 2.871 -0.1297 0.7950 0.8264 0.23
H 3.279 0.630 5.420 1.1190 -0.0912 0.4150 0.24
H 1.141 1.659 6.150 -0.0532 -0.2784 -1.2818 0.44
```
Forces are in eV/Å.

***

2.
This record from the Open Molecules 2025 dataset describes a structure of composition C28H30AsBrCl5N5O2SV at a distorted geometry. The level of theory is ωB97M-V with the def2-TZVPD basis set.

Summary:
- Net charge: +1
- Electronic energy: -9962.021679 hartree
- HOMO level (spin up / spin down): -9.3 / -9.6 eV
- Spin multiplicity: 3
- ⟨S²⟩: 2.08
- Strongest force on any atom: 7.6 eV/Å

```
74
Properties=species:S:1:pos:R:3:forces:R:3:lowdin_charge:R:1
V 0.716 0.705 -0.062 -1.5571 0.5114 -1.8210 0.71
Br 10.763 1.620 8.287 -0.1940 -0.0197 -0.1040 0.75
C 9.178 1.396 7.270 -0.1002 0.0407 0.0986 -0.68
C 9.252 0.812 6.011 0.2303 0.0987 0.1974 -0.12
C 8.107 0.659 5.270 -0.6051 0.0080 0.2009 -0.01
C 6.859 1.065 5.787 2.3204 -0.6388 0.4624 -0.27
C 6.804 1.661 7.058 -0.2012 -0.2850 -0.6671 -0.01
C 7.959 1.819 7.792 0.3719 0.0114 0.1180 -0.12
N 5.714 0.910 5.082 -4.0042 0.7295 -1.6477 0.06
N 5.672 0.214 4.033 4.7248 -0.5645 2.4185 0.06
C 4.760 0.133 3.088 -2.5524 0.0265 -1.5436 -0.22
C 4.942 -0.897 2.127 0.2154 1.1061 1.3825 0.02
C 4.093 -1.088 1.068 -1.4089 0.4102 -0.9549 0.02
C 3.004 -0.219 0.893 1.8199 -0.4849 1.2907 -0.30
O 2.093 -0.250 -0.020 6.0241 -4.6575 -0.4101 -0.22
C 2.789 0.823 1.836 0.7221 -0.2344 0.3664 -0.15
N 1.688 1.555 1.567 0.1211 0.5719 0.9200 0.02
C 1.347 2.493 2.439 -0.2581 0.0054 -0.2746 -0.08
C 2.088 2.747 3.588 0.6472 -0.1586 0.2472 -0.01
C 3.244 2.023 3.849 -0.6129 0.5756 0.1211 0.04
C 3.622 1.019 2.956 0.2547 -0.8198 -0.5626 -0.05
H 10.200 0.479 5.624 0.1442 0.0077 -0.0301 0.10
H 8.136 0.202 4.293 0.0140 0.0012 -0.0734 0.10
H 5.849 1.978 7.453 -0.0410 -0.0015 -0.0071 0.11
H 7.924 2.268 8.773 0.0058 0.0397 0.0743 0.10
H 5.784 -1.554 2.265 0.1657 -0.0066 0.0861 0.12
H 4.240 -1.898 0.368 0.0363 -0.0355 -0.0377 0.12
H 0.447 3.054 2.218 -0.0100 0.0139 -0.0030 0.13
H 1.766 3.520 4.268 -0.0561 0.0523 0.0269 0.11
H 3.838 2.202 4.732 -0.0106 0.0312 -0.0072 0.10
N 1.524 2.150 -1.330 0.5652 0.3116 0.0001 -0.02
C 0.789 2.506 -2.552 -0.2005 0.3046 -0.6361 -0.21
C 1.215 1.673 -3.759 -0.3036 -0.0813 0.1544 -0.18
C 0.585 0.284 -3.872 0.2418 0.0674 0.1505 -0.18
C 0.975 -0.736 -2.804 0.3114 -0.1148 -0.5603 -0.22
N 0.168 -0.607 -1.591 -0.5672 -0.2731 -0.0784 -0.08
H 1.556 2.974 -0.728 0.1202 -0.1530 -0.0891 0.12
H 2.488 1.923 -1.578 -0.0876 0.1595 0.1368 0.12
H 0.966 3.562 -2.789 -0.0967 -0.1634 0.0917 0.13
H -0.278 2.377 -2.348 0.0427 0.1199 -0.0532 0.11
H 2.306 1.588 -3.770 0.0453 0.0201 -0.0843 0.12
H 0.930 2.224 -4.659 0.0996 0.0531 0.0661 0.12
H 0.874 -0.115 -4.846 -0.1048 -0.0740 0.0272 0.12
H -0.504 0.387 -3.864 -0.0617 -0.0295 -0.1376 0.10
H 2.028 -0.625 -2.523 -0.0867 -0.0971 -0.1070 0.12
H 0.848 -1.743 -3.224 0.0518 0.1664 0.1169 0.12
H 0.213 -1.494 -1.088 -0.1423 0.0862 -0.1328 0.09
H -0.828 -0.496 -1.828 0.1086 -0.2225 0.0196 -0.03
Cl -5.348 0.928 3.453 -0.0026 -0.0175 0.0574 0.72
C -3.979 1.163 2.452 0.1632 -0.0409 -0.1192 -0.70
C -2.928 0.242 2.477 -0.0987 0.0726 -0.0349 -0.70
Cl -2.959 -1.108 3.524 -0.0403 -0.1213 0.0572 0.74
C -1.842 0.433 1.641 -0.7118 1.0054 -0.2538 -0.58
Cl -0.543 -0.671 1.552 0.2956 -0.9770 0.4652 0.91
C -1.732 1.539 0.778 -2.3436 -0.3701 1.7670 -0.46
O -0.667 1.669 0.069 -3.7724 4.3209 -0.5844 -0.26
C -2.804 2.452 0.772 0.4049 -0.3255 -0.0898 -0.61
Cl -2.713 3.786 -0.302 0.0979 0.1241 -0.1222 0.74
C -3.911 2.264 1.592 0.0429 -0.1719 0.1027 -0.69
Cl -5.198 3.393 1.560 -0.0047 0.0234 -0.0368 0.72
C -5.860 -1.869 -2.924 0.1358 0.0147 0.0568 -0.25
As -3.993 -1.367 -3.127 -0.0689 0.0721 -0.5901 0.65
C -3.266 -2.703 -4.361 -0.0866 0.1536 0.2779 -0.25
C -3.939 0.331 -4.100 -0.0417 -0.2047 0.1595 -0.25
S -2.973 -1.209 -1.321 -0.0383 -0.0431 0.2240 0.16
H -6.337 -1.903 -3.902 0.0037 0.0244 -0.0451 0.04
H -6.375 -1.152 -2.284 0.1462 -0.0072 -0.0637 0.04
H -5.913 -2.857 -2.461 0.1106 0.1307 -0.0423 0.04
H -3.845 -2.692 -5.283 -0.0209 0.0164 -0.0354 0.04
H -3.341 -3.689 -3.897 -0.0177 0.1588 0.0062 0.04
H -2.216 -2.496 -4.582 -0.1600 0.0889 0.1024 0.03
H -4.692 0.344 -4.885 -0.0465 -0.0288 -0.0863 0.04
H -2.950 0.462 -4.545 -0.0790 -0.1131 0.0725 0.02
H -4.123 1.150 -3.402 -0.0085 -0.1995 0.0039 0.03
```
Forces are in eV/Å.

***

3.
This record from the Open Molecules 2025 dataset describes a structure of composition C28H30AsIrN2OS. The level of theory is ωB97M-V with the def2-TZVPD basis set.

Summary:
- Net charge: +2
- Electronic energy: -4007.466173 hartree
- HOMO level (spin up / spin down): -13.3 / -14.5 eV
- Energy above the lowest of the compared OMol25 structures with the same formula, charge and spin: 0.0 kcal per mole
- Spin multiplicity: 5
- ⟨S²⟩: 6.04
- Strongest force on any atom: 0.7 eV/Å

```
64
Properties=species:S:1:pos:R:3:forces:R:3:nbo_charge:R:1
Ir 0.505 -0.445 -1.334 0.6668 0.1092 0.0735 0.87
C 0.295 -1.031 -4.541 -0.0153 -0.0457 -0.0697 -0.64
C -0.029 -1.651 -3.212 -0.1495 0.0415 -0.1353 -0.08
C 0.797 -2.644 -2.635 -0.1399 -0.0152 0.0423 -0.18
C 0.381 -3.409 -1.534 -0.0146 0.0242 0.0329 0.03
C 1.257 -4.493 -0.988 0.0151 -0.0461 0.0043 -0.65
C -0.888 -3.176 -0.994 -0.0038 0.0138 -0.0319 -0.20
C -1.734 -2.190 -1.505 0.0722 0.0431 0.0180 0.08
C -3.117 -2.003 -0.969 -0.0523 -0.0445 -0.0203 -0.66
C -1.273 -1.388 -2.575 -0.0885 -0.1218 -0.2034 -0.31
H -0.029 -1.706 -5.337 0.0098 0.0126 0.0006 0.26
H 1.365 -0.868 -4.670 0.0013 -0.0128 0.0181 0.22
H -0.227 -0.085 -4.679 0.0149 0.0136 0.0224 0.24
H 1.736 -2.893 -3.118 0.0674 0.1470 0.0721 0.24
H 1.004 -5.444 -1.464 0.0020 0.0088 0.0037 0.26
H 1.111 -4.616 0.083 0.0143 0.0023 0.0004 0.24
H 2.310 -4.297 -1.185 -0.0049 0.0115 0.0064 0.23
H -1.229 -3.789 -0.168 0.0010 0.0095 0.0016 0.24
H -3.801 -2.654 -1.521 -0.0016 0.0084 0.0051 0.26
H -3.463 -0.978 -1.094 -0.0089 -0.0356 0.0054 0.24
H -3.187 -2.276 0.083 0.0183 0.0219 0.0065 0.24
H -1.967 -0.704 -3.048 0.0736 0.1095 0.0497 0.26
S 0.866 1.824 -2.266 -0.1621 -0.4805 0.3677 0.20
C 0.551 2.947 -0.992 0.0123 -0.2492 -0.1868 -0.28
C 0.817 4.305 -1.249 0.0133 0.0289 -0.0418 -0.09
C 0.566 5.253 -0.280 -0.0031 0.0945 0.0256 -0.21
C 0.030 4.875 0.948 0.0219 0.0025 -0.0650 -0.11
C -0.251 3.535 1.204 -0.0191 -0.1892 -0.0430 -0.21
C 0.014 2.567 0.252 -0.0193 0.0376 0.2096 -0.30
As -0.432 0.716 0.634 -0.1823 0.5878 0.3417 0.99
C 0.542 0.292 2.241 0.0113 -0.1046 -0.0816 -0.27
C 1.637 1.051 2.640 -0.0773 0.0306 -0.0703 -0.25
C 2.368 0.663 3.754 -0.0161 -0.0071 0.0173 -0.19
C 2.014 -0.483 4.454 0.0511 0.0182 0.0341 -0.18
C 0.930 -1.249 4.046 -0.0021 -0.0204 0.0123 -0.20
C 0.197 -0.868 2.933 -0.0606 0.0684 -0.1259 -0.24
C -2.299 0.928 1.100 0.0646 -0.1441 -0.1822 -0.25
C -2.781 0.749 2.390 0.1809 -0.0551 0.0002 -0.24
C -4.120 1.003 2.653 -0.0578 0.0013 0.0035 -0.19
C -4.964 1.431 1.639 -0.0151 -0.0017 0.0150 -0.17
C -4.477 1.610 0.349 0.0034 -0.0057 0.0052 -0.18
C -3.144 1.355 0.078 0.1191 0.0159 -0.0158 -0.26
H 1.216 4.594 -2.213 0.0032 -0.0098 0.0066 0.24
H 0.776 6.295 -0.482 -0.0033 -0.0077 0.0065 0.25
H -0.175 5.620 1.704 -0.0008 0.0054 -0.0077 0.24
H -0.688 3.240 2.151 0.0086 0.0801 0.0315 0.24
H 1.915 1.944 2.095 0.0232 0.0142 0.0153 0.23
H 3.206 1.264 4.080 0.0053 -0.0182 0.0029 0.23
H 2.583 -0.777 5.326 -0.0146 -0.0008 -0.0028 0.24
H 0.655 -2.138 4.597 -0.0053 0.0014 -0.0072 0.24
H -0.651 -1.459 2.605 0.0307 -0.0696 0.0594 0.22
H -2.120 0.424 3.185 -0.0503 0.0341 0.0175 0.23
H -4.502 0.870 3.656 0.0029 0.0017 0.0003 0.24
H -6.005 1.632 1.853 0.0048 -0.0060 0.0013 0.24
H -5.135 1.949 -0.440 -0.0010 0.0072 0.0051 0.24
H -2.750 1.503 -0.923 -0.0616 0.0257 -0.0115 0.22
N 4.707 -0.805 0.123 -0.0282 -0.0288 0.0329 -0.79
C 3.758 -0.613 -0.800 0.1153 0.1139 -0.0202 0.80
N 4.134 -0.390 -2.073 0.0126 -0.0623 0.0744 -0.80
O 2.550 -0.650 -0.456 -0.3009 -0.0226 -0.2607 -0.74
H 5.689 -0.829 -0.093 -0.0022 0.0220 -0.0414 0.42
H 4.420 -0.990 1.069 -0.0342 -0.0042 -0.0037 0.43
H 5.099 -0.292 -2.336 0.0055 0.0015 0.0022 0.42
H 3.435 -0.157 -2.754 -0.0498 0.0396 -0.0227 0.41
```
Forces are in eV/Å.

***

4.
This record from the Open Molecules 2025 dataset describes a structure of composition C28H30Br2CdIN4Sb2Se at a distorted geometry. The level of theory is ωB97M-V with the def2-TZVPD basis set.

Summary:
- Net charge: +1
- Electronic energy: -9799.100118 hartree
- HOMO level: -9.4 eV
- Energy above the lowest of the compared OMol25 structures with the same formula, charge and spin: 36.4 kcal per mole
- Strongest force on any atom: 4.0 eV/Å

```
69
Properties=species:S:1:pos:R:3:forces:R:3:nbo_charge:R:1
Cd -0.135 1.163 -1.347 0.6912 -0.4949 0.0384 1.51
Br -3.097 6.260 2.527 0.3469 -0.1809 -0.6491 0.14
C -2.220 4.957 1.447 0.2014 -0.3432 1.8272 -0.03
C -1.714 3.847 2.126 0.3683 -1.4685 -0.0996 -0.25
C -1.194 2.785 1.364 -0.3745 1.6779 -0.8068 0.07
N -1.163 2.830 0.021 0.0261 0.9518 -0.4146 -0.56
C -1.530 3.987 -0.653 -0.5509 -1.4511 2.9194 0.17
C -2.055 5.077 0.090 0.5627 0.2837 -1.6971 -0.24
C -1.508 3.900 -2.105 -0.4398 0.2670 -2.6793 0.19
C -2.161 4.902 -2.905 1.3282 -0.5041 1.6847 -0.24
C -1.997 4.781 -4.280 -1.4368 0.5801 -0.2739 -0.02
Br -2.851 6.043 -5.437 0.3722 -0.3780 0.4617 0.13
C -1.349 3.695 -4.850 -0.0371 0.5326 -0.9694 -0.26
C -0.742 2.797 -4.025 -0.4186 0.4378 1.1450 0.07
N -0.881 2.838 -2.687 -0.0595 1.2501 0.1448 -0.58
H -1.694 3.665 3.217 -0.3551 0.7149 -0.7493 0.26
H -0.778 1.910 1.828 0.0096 -0.2687 0.1371 0.22
H -2.246 6.056 -0.391 -0.1396 -0.8921 0.3354 0.25
H -2.636 5.744 -2.330 0.3662 -0.9467 -1.3907 0.25
H -1.283 3.541 -5.940 0.0035 0.4084 0.7131 0.26
H -0.072 2.099 -4.464 0.2443 -1.0369 0.0351 0.23
C 3.063 1.942 2.017 -0.8960 -1.3226 1.1195 -0.97
Sb 2.465 -0.094 1.366 0.0840 0.6155 0.6572 0.92
C 4.260 -0.861 0.384 0.1804 -0.1090 0.1560 -0.98
C 2.523 -0.923 3.466 0.7635 -0.6551 -1.2437 -0.73
C 2.223 -2.395 3.384 -0.8695 0.0219 0.6111 -0.05
C 3.270 -3.300 3.561 0.3615 -0.9055 -0.7739 -0.21
C 3.043 -4.675 3.522 -0.4794 -0.4778 0.0644 -0.20
C 1.738 -5.182 3.381 0.6799 0.2484 -0.2950 -0.22
C 0.679 -4.282 3.240 -0.6846 -0.2188 -0.4398 -0.20
C 0.869 -2.888 3.253 1.3921 -0.1920 0.7367 -0.08
C -0.339 -1.995 3.236 -0.3304 -0.3275 -0.7026 -0.71
Sb -0.846 -1.555 1.117 -0.8187 -0.1841 0.0784 0.96
C -1.536 -3.541 0.528 -0.3560 0.5912 -0.2523 -0.99
C -2.692 -0.498 1.614 -0.1551 -0.4562 0.9304 -1.02
H 2.631 2.689 1.371 0.2919 0.2638 -0.3663 0.21
H 4.141 1.967 2.141 0.0054 0.4143 -0.0671 0.23
H 2.544 2.035 3.011 0.6959 -0.0274 -0.7712 0.22
H 4.796 0.001 -0.032 -0.3189 -0.1655 -0.1093 0.24
H 3.984 -1.580 -0.432 0.2535 0.6901 0.8589 0.24
H 4.962 -1.306 1.102 -0.3580 -0.1893 -0.1943 0.23
H 1.799 -0.437 4.109 0.0947 0.4987 -0.0330 0.22
H 3.567 -0.780 3.789 -0.5680 0.0960 0.2270 0.23
H 4.337 -3.018 3.609 -0.8183 0.3857 0.1730 0.22
H 3.889 -5.376 3.592 -0.4832 0.4393 0.0384 0.22
H 1.617 -6.273 3.320 -0.2357 0.6304 0.0922 0.22
H -0.360 -4.655 3.037 1.0648 0.2633 0.4966 0.21
H -0.202 -1.007 3.698 -0.0238 -0.4571 0.0123 0.23
H -1.226 -2.531 3.678 0.8267 0.7090 -0.4773 0.25
H -2.425 -3.922 1.046 0.3601 0.1461 0.0649 0.23
H -0.680 -4.198 0.639 -0.0148 -0.1777 0.0659 0.24
H -1.775 -3.461 -0.543 0.0838 -0.0746 0.2409 0.22
H -2.824 -0.540 2.743 0.0151 0.2011 -1.4164 0.23
H -3.554 -0.963 1.111 0.2843 0.2182 0.2893 0.24
H -2.574 0.531 1.253 -0.2507 -0.2687 0.2622 0.20
Se 2.554 1.713 -1.520 -0.9062 0.6111 0.4428 -0.30
C 2.845 0.484 -2.798 0.6327 -2.7375 -2.8412 -0.01
N 3.043 -0.331 -3.634 -0.5530 2.1124 2.1948 -0.42
I -3.765 0.210 -2.043 1.0128 -0.4141 -0.0981 0.17
C -2.247 -1.089 -2.843 0.0453 -0.2704 -0.4327 0.10
C -2.716 -2.178 -3.581 -0.0829 0.0161 -0.1931 -0.28
C -1.789 -2.948 -4.313 0.2084 0.6152 1.3706 -0.13
C -0.429 -2.679 -4.124 -0.3295 0.5481 -0.9525 -0.23
C -0.044 -1.546 -3.406 -0.3192 -0.7140 0.5894 0.05
N -0.945 -0.785 -2.748 -0.2356 0.8141 0.1836 -0.60
H -3.799 -2.359 -3.565 0.6349 -0.0758 -0.3394 0.25
H -2.084 -3.759 -4.959 -0.2339 -0.0890 0.0355 0.24
H 0.306 -3.253 -4.690 -0.0702 0.1955 0.3786 0.25
H 1.008 -1.284 -3.293 -0.2892 0.0248 -0.0831 0.25
```
Forces are in eV/Å.

***

Number 1: M 563.41 u. Number 2: M 883.68 u. Number 3: M 709.77 u. Number 4: M 1144.18 u.